(1)
C3H31BrCl2FNO15P2Si2 | ωB97M-V/def2-TZVPD

Calculated values
LUMO = -0.23 eV

Last column: Mulliken charge in e.
Cartesian coordinates (Å):
1 C -0.143 -4.008 -0.703  -0.032
2 C -0.110 -2.818 -0.721  -0.827
3 C -0.112 -1.341 -0.625  0.366
4 Si -1.605 -0.874 0.469  0.371
5 N -2.766 -0.141 -0.613  -0.509
6 Br -2.586 -2.692 1.400  -0.307
7 O -1.246 0.164 1.758  0.099
8 Si -0.076 -0.312 2.813  0.300
9 F 0.665 -1.715 2.457  -0.244
10 P -0.791 -0.463 4.944  0.097
11 O 0.406 0.260 5.830  -0.407
12 Cl -0.680 -2.517 5.323  -0.244
13 P 1.529 1.269 2.637  0.434
14 O 2.925 0.723 3.387  -0.536
15 Cl 0.788 2.872 3.770  -0.284
16 H -0.493 -4.992 -0.501  0.489
17 H 0.857 -1.003 -0.243  0.060
18 H -0.268 -0.888 -1.638  0.191
19 H -3.310 0.568 -0.127  0.240
20 H -2.185 0.303 -1.323  0.211
21 H 1.261 -0.111 5.559  0.324
22 H 2.774 -0.212 3.591  0.316
23 O -0.016 0.845 -3.178  -0.544
24 H 0.918 0.638 -3.325  0.307
25 H -0.331 1.142 -4.041  0.281
26 O 2.837 -1.215 6.036  -0.561
27 H 2.515 -1.099 6.939  0.294
28 H 3.405 -1.990 6.088  0.249
29 O -1.942 2.263 -5.079  -0.602
30 H -2.186 1.666 -5.798  0.296
31 H -1.825 3.116 -5.510  0.276
32 O 5.221 0.710 6.795  -0.632
33 H 4.389 0.621 6.317  0.344
34 H 5.894 0.606 6.115  0.308
35 O -1.953 -0.574 -6.517  -0.626
36 H -1.121 -1.037 -6.656  0.283
37 H -2.470 -1.184 -5.977  0.331
38 O 1.407 4.120 0.599  -0.618
39 H 0.564 4.243 0.146  0.320
40 H 1.171 3.663 1.415  0.238
41 O 3.097 0.157 -0.415  -0.524
42 H 3.931 0.106 -0.892  0.266
43 H 3.335 0.541 0.436  0.260
44 O -4.486 2.382 -0.841  -0.633
45 H -4.633 1.726 -1.531  0.319
46 H -4.432 3.217 -1.320  0.309
47 O -4.629 0.244 -5.083  -0.607
48 H -3.811 0.202 -5.586  0.276
49 H -4.351 0.555 -4.216  0.338
50 O 0.685 -6.529 0.636  -0.660
51 H 1.375 -5.923 0.925  0.325
52 H 0.090 -6.584 1.392  0.320
53 O -1.812 4.268 -0.497  -0.616
54 H -1.736 3.523 -1.105  0.303
55 H -2.519 4.007 0.104  0.307
56 O 2.630 -0.082 -4.190  -0.605
57 H 2.689 0.507 -4.949  0.288
58 H 3.354 -0.703 -4.314  0.284

***

(2)
C2H5I3N | ωB97M-V/def2-TZVPD

Calculated values
LUMO = -4.87 eV
total charge = +1

Last column: Mulliken charge in e.
Cartesian coordinates (Å):
1 C -0.731 0.439 0.246  -0.923
2 C -2.146 -0.322 0.384  -0.572
3 N 0.370 -0.301 -0.408  -0.146
4 I -2.690 -0.934 -1.590  0.278
5 I -1.966 -2.024 1.823  0.263
6 I -3.559 1.221 1.262  0.271
7 H -0.282 0.835 1.241  0.426
8 H -0.691 1.371 -0.359  0.456
9 H 1.102 0.374 -0.313  0.364
10 H -0.008 -0.472 -1.379  0.301
11 H 0.628 -1.121 0.042  0.282

***

(3)
C13H9N3OS2 | ωB97M-V/def2-TZVPD

Calculated values
SMILES string = c1ccc2oc(SCc3cn4ccsc4n3)nc2c1
LUMO = 0.60 eV

Last column: Mulliken charge in e.
Cartesian coordinates (Å):
1 C -1.610 -3.557 0.178  -0.396
2 C -0.903 -3.312 -0.998  -0.564
3 C -0.719 -2.028 -1.482  -0.712
4 C -1.276 -1.010 -0.738  0.648
5 O -1.249 0.335 -0.943  -0.323
6 C -1.895 0.844 0.143  0.448
7 S -2.029 2.556 0.316  -0.197
8 C -0.423 3.122 -0.415  -0.621
9 C 0.628 2.087 -0.307  0.376
10 C 1.399 1.562 -1.318  -0.739
11 N 2.128 0.562 -0.740  0.315
12 C 3.045 -0.393 -1.085  -0.405
13 C 3.385 -1.167 -0.038  -0.348
14 S 2.566 -0.723 1.436  -0.164
15 C 1.756 0.532 0.582  0.144
16 N 0.864 1.440 0.873  -0.479
17 N -2.362 -0.024 0.974  -0.654
18 C -1.988 -1.241 0.458  0.705
19 C -2.164 -2.536 0.925  -0.784
20 H -1.723 -4.578 0.512  0.392
21 H -0.487 -4.144 -1.546  0.385
22 H -0.174 -1.831 -2.392  0.457
23 H -0.591 3.394 -1.455  0.374
24 H -0.182 4.008 0.172  0.387
25 H 1.472 1.814 -2.355  0.461
26 H 3.409 -0.467 -2.093  0.404
27 H 4.076 -1.984 -0.029  0.448
28 H -2.705 -2.721 1.837  0.442

***

(4)
C2H3BrO2 | ωB97M-V/def2-TZVPD

Calculated values
SMILES string = O=C[C@@H](O)Br
LUMO = 0.17 eV
ΔE to the lowest compared entry with this formula, charge and spin = 238.42 kJ/mol

Last column: Mulliken charge in e.
Cartesian coordinates (Å):
1 O 0.362 -1.750 -1.487  -0.402
2 C 0.466 -0.751 -0.804  0.055
3 C -0.621 0.408 0.101  -0.025
4 O -0.492 0.092 1.433  -0.431
5 Br 0.502 2.089 -0.342  -0.181
6 H 1.385 -0.252 -0.414  0.283
7 H -1.697 0.725 -0.193  0.366
8 H 0.095 -0.561 1.707  0.335

***

(5)
C3H7N2 | ωB97M-V/def2-TZVPD

Calculated values
SMILES string = NC[N+]1=CC1
LUMO = -5.55 eV
ΔE to the lowest compared entry with this formula, charge and spin = 351.34 kJ/mol
total charge = +1

Last column: Mulliken charge in e.
Cartesian coordinates (Å):
1 N 0.088 1.319 1.202  -0.550
2 C 0.792 0.842 0.018  -0.213
3 N 0.057 -0.335 -0.242  0.082
4 C -1.048 -0.919 0.070  0.066
5 C -0.266 -1.561 -0.994  -0.461
6 H 0.610 2.062 1.673  0.249
7 H -0.874 1.525 0.916  0.199
8 H 1.925 0.721 0.298  0.326
9 H 0.746 1.427 -0.843  0.306
10 H -1.781 -1.152 0.733  0.432
11 H 0.016 -2.522 -0.685  0.297
12 H -0.264 -1.407 -2.147  0.266

***

(6)
C20H38N2O10Rb | ωB97M-V/def2-TZVPD

Calculated values
LUMO = 1.42 eV
ΔE to the lowest compared entry with this formula, charge and spin = 0.00 kJ/mol
total charge = -1

Last column: Mulliken charge in e.
Cartesian coordinates (Å):
1 Rb 0.551 0.711 -0.537  0.451
2 C 1.740 3.253 2.366  -0.284
3 C 2.643 2.967 1.304  0.382
4 C 3.531 4.146 0.795  0.822
5 O 3.972 4.081 -0.372  -0.840
6 C 3.561 5.380 1.529  -1.021
7 C 2.948 5.473 2.790  0.398
8 C 1.907 4.413 3.157  0.270
9 O 0.932 4.707 3.899  -0.741
10 O 3.327 6.327 3.624  -0.742
11 O 2.799 1.933 0.619  -0.746
12 H 0.933 2.553 2.539  0.243
13 H 4.353 6.058 1.244  0.343
14 C -5.016 -3.639 -1.741  -0.707
15 O -4.026 -4.139 -0.877  -0.380
16 C -2.739 -3.887 -1.367  -0.239
17 C -1.636 -4.170 -0.375  -0.345
18 N -0.304 -3.954 -0.944  -0.317
19 C 0.065 -2.541 -1.192  2.501
20 C 1.014 -2.477 -2.357  -1.113
21 O 1.243 -1.083 -2.540  -0.356
22 C 0.483 -0.598 -3.637  -0.821
23 H -4.951 -2.577 -1.988  0.229
24 H -6.040 -3.855 -1.435  0.291
25 H -4.922 -4.238 -2.660  0.319
26 H -2.653 -2.827 -1.653  -0.008
27 H -2.500 -4.339 -2.341  0.413
28 H -1.579 -5.229 -0.116  0.502
29 H -1.788 -3.556 0.519  -0.083
30 H 0.413 -4.525 -0.534  0.302
31 H 0.481 -2.104 -0.279  -1.382
32 H -0.859 -2.018 -1.427  -0.386
33 H 0.528 -2.935 -3.219  0.442
34 H 1.985 -2.917 -2.131  0.320
35 H 0.720 -0.941 -4.645  0.351
36 H 0.236 0.457 -3.527  0.305
37 H -0.543 -0.998 -3.527  0.284
38 C 3.222 -2.366 0.525  -0.958
39 O 2.365 -1.399 1.053  -0.085
40 C 1.782 -1.815 2.276  -0.418
41 C 1.057 -0.632 2.899  -1.041
42 N -0.098 -0.080 2.179  0.131
43 C -1.169 -1.057 2.129  -0.599
44 C -2.440 -0.486 1.485  -1.007
45 O -2.012 -0.272 0.114  0.598
46 C -2.921 0.520 -0.641  -0.983
47 H 2.814 -3.387 0.453  0.316
48 H 4.150 -2.537 1.088  0.370
49 H 3.481 -2.033 -0.481  0.230
50 H 2.539 -2.180 2.980  0.558
51 H 1.118 -2.692 2.206  0.206
52 H 1.813 0.156 2.959  0.283
53 H 0.843 -0.900 3.944  0.406
54 H -0.385 0.760 2.670  0.168
55 H -1.363 -1.435 3.144  0.481
56 H -0.876 -1.892 1.492  -0.010
57 H -2.764 0.409 2.016  0.442
58 H -3.162 -1.303 1.419  0.420
59 H -3.167 1.452 -0.134  0.370
60 H -3.833 -0.070 -0.808  0.261
61 H -2.524 0.724 -1.636  0.187
62 C -0.813 3.966 -1.416  -0.542
63 C 0.675 4.323 -1.470  -0.019
64 O 1.468 3.208 -1.854  -0.601
65 O -1.190 3.219 -0.236  -0.293
66 H -1.034 3.174 -2.135  0.128
67 H -1.431 4.858 -1.522  0.381
68 H 1.089 4.797 -0.575  0.192
69 H 0.842 5.025 -2.301  0.275
70 H 2.303 3.245 -1.332  0.275
71 H -1.188 3.790 0.543  0.222